No. 1
Formula: C17H18BrIInN2O6P2
Source: the OMol25 dataset
Level of theory: ωB97M-V/def2-TZVPD

Geometry (Å):
In: -0.154 0.190 0.168
I: 1.128 0.150 2.848
C: -0.765 -0.352 3.580
C: -0.810 -0.632 4.913
C: -2.050 -0.917 5.524
C: -3.184 -0.891 4.776
C: -3.143 -0.601 3.389
C: -4.349 -0.582 2.646
C: -4.343 -0.322 1.313
C: -3.117 -0.079 0.655
C: -1.919 -0.076 1.322
C: -1.909 -0.332 2.732
H: 0.092 -0.631 5.509
H: -2.083 -1.143 6.581
H: -4.146 -1.095 5.230
H: -5.277 -0.782 3.167
H: -5.268 -0.309 0.752
H: -3.147 0.102 -0.411
N: 4.502 0.241 -1.917
C: 3.462 -0.007 -0.827
C: 4.166 -0.597 0.394
P: 2.725 1.693 -0.533
O: 3.037 2.016 1.002
O: 3.464 2.579 -1.466
O: 1.209 1.577 -0.619
P: 2.293 -1.260 -1.503
O: 1.808 -0.480 -2.838
O: 3.039 -2.474 -1.872
O: 1.155 -1.325 -0.489
H: 4.469 1.266 -2.099
H: 4.290 -0.277 -2.771
H: 5.430 -0.040 -1.600
H: 4.939 0.075 0.771
H: 4.607 -1.563 0.142
H: 3.447 -0.757 1.195
H: 3.773 2.627 1.112
H: 1.829 -1.091 -3.585
Br: -1.724 2.903 -1.125
C: -1.645 1.499 -2.377
C: -2.063 1.725 -3.676
C: -2.083 0.648 -4.542
C: -1.700 -0.605 -4.088
C: -1.274 -0.728 -2.785
N: -1.235 0.311 -1.935
H: -2.375 2.712 -3.983
H: -2.414 0.785 -5.564
H: -1.732 -1.473 -4.731
H: -0.956 -1.681 -2.381

As for the total charge: +1. The gap between HOMO and LUMO comes out at 8.294 eV. As for the largest force on an atom: 0.009 Eh/bohr. Its HOMO energy is -10.986 eV. As for the energy above the lowest of the compared OMol25 structures with the same formula, charge and spin: 0.0 kJ/mol. As for the electronic energy: -4964.197907 hartree.

Löwdin population analysis, charges in e, atoms 1 to 2: 0.67, 1.25

=====

No. 2
Formula: C17H18BrN4O2PdS
Source: the OMol25 dataset
Level of theory: ωB97M-V/def2-TZVPD

Geometry (Å):
Pd: 0.632 -1.584 -1.352
O: 0.974 2.371 -2.784
C: 1.904 2.845 -1.915
C: 2.357 4.146 -2.087
C: 3.307 4.670 -1.227
C: 3.827 3.908 -0.188
C: 3.375 2.610 -0.017
C: 2.411 2.073 -0.863
C: 1.875 0.691 -0.609
O: 1.718 -0.040 -1.795
N: 0.528 0.818 0.011
N: -0.182 -0.328 0.023
C: -1.155 -0.581 0.811
C: -1.889 -1.827 0.749
Br: -1.625 -2.876 -0.845
C: -2.756 -2.294 1.647
C: -3.054 -1.677 2.949
C: -2.055 -1.149 3.768
C: -2.379 -0.580 4.990
C: -3.702 -0.534 5.406
C: -4.700 -1.077 4.608
C: -4.378 -1.657 3.393
H: 0.908 1.412 -2.652
H: 1.956 4.728 -2.907
H: 3.652 5.685 -1.375
H: 4.576 4.318 0.474
H: 3.774 1.997 0.784
H: 2.538 0.154 0.080
H: 0.359 1.505 0.733
H: -1.459 0.144 1.561
H: -3.305 -3.197 1.405
H: -1.017 -1.227 3.469
H: -1.596 -0.186 5.624
H: -3.953 -0.091 6.361
H: -5.730 -1.057 4.938
H: -5.155 -2.090 2.775
N: 1.740 -1.497 -4.716
C: 1.326 -2.614 -4.146
N: 0.421 -3.375 -4.744
S: 1.956 -3.058 -2.580
H: 1.352 -1.142 -5.576
H: 2.379 -0.913 -4.196
H: 0.045 -3.161 -5.654
H: 0.198 -4.265 -4.330

As for the total charge: +1. The gap between HOMO and LUMO comes out at 6.801 eV. As for the largest force on an atom: 0.012 Eh/bohr. Its HOMO energy is -10.763 eV. As for the energy above the lowest of the compared OMol25 structures with the same formula, charge and spin: 53.1 kJ/mol. As for the electronic energy: -4127.966388 hartree.

Löwdin population analysis, charges in e, atoms 1 to 2: 0.59, 0.06

=====

No. 3
Formula: C17H18BrNO
Source: the OMol25 dataset
Level of theory: ωB97M-V/def2-TZVPD

Geometry (Å):
O: -0.055 -1.072 2.758
C: 0.967 -1.137 2.106
N: 1.442 -0.113 1.364
H: 2.305 -0.222 0.856
C: 0.726 1.131 1.197
H: -0.125 1.092 1.880
C: 0.241 1.319 -0.241
H: 1.097 1.287 -0.921
H: -0.217 2.306 -0.327
C: -0.774 0.252 -0.642
H: -1.620 0.289 0.047
H: -0.321 -0.738 -0.554
C: -1.277 0.446 -2.078
C: -2.019 1.743 -2.230
C: -3.303 1.878 -1.714
C: -3.985 3.076 -1.819
C: -3.391 4.161 -2.444
C: -2.114 4.037 -2.963
C: -1.434 2.836 -2.855
H: -0.438 2.746 -3.264
H: -1.646 4.878 -3.454
H: -3.923 5.097 -2.527
H: -4.982 3.165 -1.415
H: -3.772 1.033 -1.230
H: -1.941 -0.385 -2.330
H: -0.428 0.422 -2.765
H: 1.377 1.963 1.484
C: 1.821 -2.368 2.089
C: 1.874 -3.126 3.253
C: 2.635 -4.279 3.279
C: 3.333 -4.707 2.161
C: 3.255 -3.961 0.997
C: 2.507 -2.797 0.957
H: 2.440 -2.243 0.032
H: 3.782 -4.295 0.116
H: 3.919 -5.612 2.198
Br: 2.728 -5.304 4.881
H: 1.316 -2.801 4.118

The gap between HOMO and LUMO comes out at 9.764 eV. As for the largest force on an atom: 0.009 Eh/bohr. Its HOMO energy is -9.148 eV. As for the energy above the lowest of the compared OMol25 structures with the same formula, charge and spin: 0.0 kJ/mol. As for the SMILES: O=C(NCCCCc1ccccc1)c1cccc(Br)c1. As for the electronic energy: -3362.643746 hartree.

Löwdin population analysis, charges in e, atoms 1 to 2: 0.07, -0.46

=====

No. 4
Formula: C17H18BrNO3
Source: the OMol25 dataset
Level of theory: ωB97M-V/def2-TZVPD

Geometry (Å):
O: 2.149 1.818 1.304
C: 1.219 1.395 0.646
N: 1.179 0.186 0.037
H: 0.329 -0.058 -0.446
C: 2.230 -0.808 0.090
H: 1.890 -1.661 -0.505
C: 3.582 -0.317 -0.435
H: 3.805 0.641 0.032
C: 4.556 -1.391 0.048
C: 3.960 -1.930 1.364
H: 4.594 -1.688 2.215
C: 2.583 -1.270 1.509
H: 1.834 -1.946 1.922
H: 2.648 -0.389 2.146
H: 3.864 -3.015 1.321
H: 4.622 -2.192 -0.690
H: 5.557 -0.987 0.190
H: 3.592 -0.194 -1.518
C: -0.010 2.188 0.438
C: -0.398 3.383 0.983
C: -1.680 3.659 0.461
C: -1.986 2.624 -0.376
O: -0.977 1.728 -0.393
C: -3.213 2.325 -1.178
O: -3.938 1.232 -0.644
C: -3.430 -0.024 -0.727
C: -2.399 -0.443 -1.560
C: -1.986 -1.766 -1.550
C: -2.592 -2.692 -0.722
C: -3.632 -2.296 0.103
C: -4.037 -0.977 0.096
Br: -5.453 -0.400 1.220
H: -4.123 -3.002 0.754
H: -2.264 -3.719 -0.716
H: -1.182 -2.070 -2.204
H: -1.911 0.256 -2.220
H: -3.898 3.172 -1.113
H: -2.961 2.147 -2.232
H: -2.294 4.510 0.674
H: 0.169 3.971 1.673

The gap between HOMO and LUMO comes out at 9.403 eV. As for the largest force on an atom: 0.025 Eh/bohr. Its HOMO energy is -8.797 eV. As for the energy above the lowest of the compared OMol25 structures with the same formula, charge and spin: 10.8 kJ/mol. As for the SMILES: O=C(NC1CCCC1)c1ccc(COc2ccccc2Br)o1. As for the electronic energy: -3513.089550 hartree.

Löwdin population analysis, charges in e, atoms 1 to 2: 0.08, -0.42

=====

No. 5
Formula: C17H18Cl2N4O2S2
Source: the OMol25 dataset
Level of theory: ωB97M-V/def2-TZVPD

Geometry (Å):
N: -7.468 -1.024 1.788
S: -7.212 -1.279 0.142
O: -7.288 -2.691 -0.095
O: -8.073 -0.394 -0.587
C: -5.526 -0.739 -0.018
C: -4.507 -1.660 0.121
C: -3.197 -1.237 0.027
C: -2.904 0.112 -0.199
C: -3.947 1.024 -0.360
C: -5.257 0.593 -0.263
H: -6.080 1.276 -0.394
H: -3.733 2.060 -0.559
N: -1.564 0.467 -0.328
C: -0.965 1.669 -0.058
N: 0.320 1.782 -0.477
C: 1.087 2.977 -0.202
C: 2.513 2.631 0.219
N: 3.134 1.690 -0.704
C: 4.141 0.874 -0.241
C: 4.955 1.307 0.818
C: 5.994 0.533 1.286
C: 6.271 -0.702 0.720
C: 5.476 -1.146 -0.330
C: 4.427 -0.377 -0.799
H: 3.840 -0.789 -1.603
Cl: 5.775 -2.680 -1.060
Cl: 7.577 -1.662 1.312
H: 6.608 0.888 2.098
H: 4.789 2.270 1.270
C: 2.294 1.343 -1.821
H: 2.788 0.613 -2.458
C: 0.956 0.789 -1.325
H: 0.307 0.547 -2.175
H: 1.157 -0.130 -0.755
H: 2.123 2.238 -2.427
H: 2.490 2.191 1.223
H: 3.092 3.562 0.264
H: 1.087 3.636 -1.077
H: 0.588 3.510 0.611
S: -1.721 2.889 0.761
H: -0.946 -0.327 -0.434
H: -2.390 -1.949 0.130
H: -4.758 -2.694 0.290
H: -7.720 -1.875 2.263
H: -8.142 -0.295 1.955

The gap between HOMO and LUMO comes out at 8.404 eV. As for the largest force on an atom: 0.017 Eh/bohr. Its HOMO energy is -8.246 eV. As for the SMILES: NS(=O)(=O)c1ccc(NC(=S)N2CCN(c3ccc(Cl)c(Cl)c3)CC2)cc1. As for the electronic energy: -2744.880875 hartree.

Löwdin population analysis, charges in e, atoms 1 to 2: -0.06, 0.62